Density functional theory data (ωB97M-V/def2-TZVPD) for a molecular structure, C26H24N10SW.

XYZ file:
```
62
Properties=species:S:1:pos:R:3:lowdin_charge:R:1
W -0.3219 0.3621 0.1722 1.4209
N 0.1625 -3.5837 -0.1539 0.1304
C 0.0624 -2.3160 -0.5496 -0.8347
S -1.5408 -1.5892 -0.6971 0.6522
N 1.1953 -1.6351 -0.7130 0.0252
N 0.9330 -0.3707 -1.2443 -0.2093
C 1.0586 -0.0140 -2.4744 -0.1418
C 1.6976 -0.8071 -3.5183 -0.1717
C 2.8901 -1.4814 -3.2394 -0.0189
C 3.4970 -2.2298 -4.2305 -0.0436
C 2.9045 -2.3336 -5.4845 -0.0371
C 1.7082 -1.6844 -5.7578 -0.0428
C 1.1071 -0.9090 -4.7805 -0.0222
C 0.3962 1.2933 -2.6728 -0.1811
C 0.5946 2.0887 -3.7744 0.0325
C -0.1202 3.2788 -3.8778 0.0081
C -1.0007 3.6081 -2.8725 0.0054
C -1.1207 2.7753 -1.7684 -0.0650
N -0.4290 1.6370 -1.6435 -0.0067
H -0.6628 -4.1533 -0.0798 0.1097
H 1.0657 -4.0332 -0.1596 0.1282
H 3.3419 -1.4038 -2.2602 0.1140
H 4.4305 -2.7357 -4.0253 0.1184
H 3.3792 -2.9295 -6.2530 0.1207
H 1.2440 -1.7821 -6.7294 0.1194
H 0.1627 -0.4227 -4.9879 0.1239
H 1.3000 1.7830 -4.5334 0.1337
H 0.0147 3.9265 -4.7336 0.1325
H -1.5947 4.5104 -2.9120 0.1295
H -1.7842 3.0248 -0.9557 0.1146
N 1.3370 1.6611 0.9575 0.0074
C 1.2457 3.1050 0.7568 -0.2383
C 2.3358 3.7634 0.2156 -0.0187
C 2.2855 5.1360 0.0227 -0.0491
C 1.1456 5.8370 0.3885 -0.0454
C 0.0616 5.1614 0.9283 -0.0090
C 0.0839 3.7801 1.1174 -0.1483
C -1.1235 3.0674 1.6131 -0.2004
C -1.9325 3.6238 2.5975 -0.0101
C -3.1177 3.0032 2.9857 -0.0392
C -3.5358 1.8356 2.3639 -0.0539
C -2.7392 1.2824 1.3646 -0.1319
C -1.5096 1.8555 1.0235 -0.3071
H 2.2184 1.3454 0.5599 0.1113
H 1.3854 1.4474 1.9552 0.0851
H 3.2337 3.2102 -0.0403 0.1212
H 3.1372 5.6513 -0.4001 0.1186
H 1.0963 6.9083 0.2473 0.1191
H -0.8354 5.7111 1.1863 0.1244
H -1.6323 4.5482 3.0766 0.1247
H -3.7259 3.4517 3.7605 0.1194
H -4.4799 1.3774 2.6283 0.1177
H -3.0944 0.3931 0.8516 0.0783
N 0.4457 -0.3991 5.4596 0.1804
N -0.0502 -0.6477 4.2087 -0.2502
N -0.9147 -1.6218 3.9990 0.1837
C -1.0332 -1.5833 2.6827 -0.1603
N -0.2615 -0.6282 2.1490 -0.1256
N 0.3697 -0.0302 3.1694 0.1006
H -0.2249 -0.7457 6.1346 0.1257
H 0.6659 0.5848 5.5449 0.1214
H -1.6702 -2.2351 2.1099 0.1040
```

Output
HOMO-LUMO gap (spin up / spin down) = 7.3 / 6.9 eV
Total charge = +2
⟨S²⟩ = 2.026
Highest occupied orbital energy (spin up / spin down) = -13.50 / -13.99 eV
2S+1 = 3

Density functional theory data (ωB97M-V/def2-TZVPD) for a molecular structure, C38H37NO9TeTi.

XYZ file:
```
87
Properties=species:S:1:pos:R:3:lowdin_charge:R:1
Ti -1.9651 0.0665 -0.2729 0.9567
O 1.4213 0.2471 -2.7026 0.0839
C 0.7346 0.4608 -1.7250 -0.5530
O -0.5564 0.3332 -1.6894 -0.0996
C 1.3449 0.8796 -0.3942 -0.0728
C 1.1311 -0.2308 0.6440 -0.2226
C 2.0587 -0.0523 1.8379 -0.0861
C 1.4499 1.1931 2.5219 -0.0849
C 0.2287 1.4620 1.6460 -0.2654
O -0.1562 0.1198 1.2235 -0.2030
C 0.6394 2.0909 0.3154 -0.0861
C -0.5760 2.6125 -0.4403 -0.5481
O -0.5063 3.5680 -1.1734 0.1131
O -1.6907 1.9531 -0.1732 -0.2124
H 2.4056 1.0645 -0.5681 0.1556
H 1.0930 -1.2365 0.2328 0.1468
H 3.0955 0.0774 1.5293 0.1178
H 1.9956 -0.9244 2.4877 0.1165
H 2.1234 2.0502 2.5219 0.1163
H 1.1585 0.9852 3.5495 0.1148
H -0.6145 1.9390 2.1390 0.1120
H 1.3236 2.9316 0.4429 0.1568
O -5.2319 -0.9934 -2.2661 0.1050
C -4.4589 -1.2344 -1.3687 -0.5112
O -3.6640 -0.2740 -0.8871 -0.1864
C -4.3082 -2.6131 -0.8179 -0.1342
C -4.3576 -3.6665 -1.7244 -0.0167
C -4.2268 -4.9710 -1.2751 -0.0780
C -4.0726 -5.2236 0.0817 -0.0900
C -4.0386 -4.1700 0.9854 -0.0651
C -4.1446 -2.8631 0.5361 -0.0289
H -4.4839 -3.4528 -2.7767 0.1191
H -4.2441 -5.7878 -1.9845 0.0980
H -3.9748 -6.2428 0.4335 0.0953
H -3.9091 -4.3619 2.0424 0.1016
H -4.0796 -2.0361 1.2310 0.0322
C -9.3807 -0.1826 0.8315 -0.0604
C -7.9388 0.0144 1.2162 -0.2764
C -7.1718 1.0151 0.6469 -0.0194
C -5.8285 1.1997 0.9709 -0.3125
C -5.0862 2.3481 0.3435 -0.0830
C -5.2254 0.3256 1.8767 -0.5088
Te -3.1508 0.4211 2.2570 1.0997
C -6.0020 -0.6615 2.5175 -0.3290
C -5.4591 -1.5629 3.5954 -0.1103
C -7.3416 -0.7968 2.1730 -0.0294
H -9.6498 0.4488 -0.0146 0.0690
H -10.0521 0.0615 1.6579 0.0741
H -9.5719 -1.2196 0.5509 0.0755
H -7.6190 1.6728 -0.0909 0.1135
H -5.7905 3.1272 0.0474 0.0749
H -4.5336 2.0371 -0.5484 0.0725
H -4.3557 2.7714 1.0348 0.0433
H -5.3030 -1.0043 4.5208 0.0767
H -4.4931 -1.9858 3.3269 0.0197
H -6.1581 -2.3746 3.8002 0.0722
H -7.9293 -1.5682 2.6600 0.1108
C 0.9428 -0.0288 -7.5507 -0.0832
O 0.1024 -0.8006 -6.7192 -0.0966
C -1.1972 -0.3846 -6.5850 -0.2256
C -1.8788 0.3422 -7.5379 -0.0380
C -3.2077 0.7076 -7.3140 -0.1081
C -3.8305 0.3325 -6.1392 -0.0932
C -3.1511 -0.4097 -5.1781 0.0006
C -1.8270 -0.7778 -5.3894 -0.1575
N -1.0822 -1.5138 -4.4836 0.0997
C -1.4555 -1.7945 -3.2008 -0.0380
C -0.6697 -2.6459 -2.3882 -0.1448
C 0.2739 -3.5384 -2.9474 -0.0310
C 1.0582 -4.3748 -2.1743 -0.1064
C 0.9249 -4.3555 -0.7875 -0.1015
C 0.0234 -3.4657 -0.2152 -0.0389
C -0.7436 -2.6051 -0.9824 -0.2998
O -1.4797 -1.6914 -0.3247 -0.2036
H 0.7503 1.0381 -7.4156 0.0991
H 0.8048 -0.2913 -8.6037 0.0866
H 1.9643 -0.2529 -7.2540 0.0907
H -1.3818 0.6258 -8.4557 0.1015
H -3.7402 1.2771 -8.0630 0.0917
H -4.8563 0.6163 -5.9475 0.1016
H -3.6583 -0.6781 -4.2631 0.0914
H -0.1167 -1.6604 -4.7391 0.1321
H -2.3103 -1.2607 -2.8170 0.0937
H 0.3628 -3.5923 -4.0250 0.1038
H 1.7656 -5.0404 -2.6504 0.0914
H 1.5111 -5.0124 -0.1589 0.0900
H -0.1029 -3.4154 0.8608 0.1227
```

Output
HOMO-LUMO gap (spin up / spin down) = 5.6 / 7.0 eV
Total charge = -1
⟨S²⟩ = 0.778
Energy relative to the best compared isomer or geometry (same formula, charge and spin) = 18.93 kcal/mol
Highest occupied orbital energy (spin up / spin down) = -3.31 / -4.67 eV
2S+1 = 2

Density functional theory data (ωB97M-V/def2-TZVPD) for C6H7ClO in the gas phase.

XYZ file:
```
15
Properties=species:S:1:pos:R:3:lowdin_charge:R:1
C -1.9858 0.3912 0.2693 -0.0563
C -0.5593 -0.2128 0.0308 -0.3581
C -0.2809 -1.4370 -0.1262 -0.0435
C 1.2792 -1.4665 -0.4034 -0.0471
C 1.7034 -0.2547 -0.0947 -0.5893
Cl 3.4647 0.1534 0.2138 0.5619
C 0.6407 0.7579 0.2182 -0.2701
O 0.6921 2.1076 -0.4465 -0.0021
H -2.7847 -0.4564 0.4902 0.0983
H -1.9509 0.9539 1.2852 0.0922
H -2.0567 1.0391 -0.7321 0.1185
H -1.2357 -2.1051 0.0823 0.1546
H 1.7907 -2.3815 -0.7886 0.1186
H 0.5901 0.9481 1.3477 0.1835
H 0.6932 1.9627 -1.3462 0.0389
```

Output
SMILES = CC1=CC=C(Cl)[C@H]1O
HOMO-LUMO gap = 9.4 eV
Energy relative to the best compared isomer or geometry (same formula, charge and spin) = 80.37 kcal/mol
Highest occupied orbital energy = -8.99 eV
2S+1 = 1

Density functional theory data (ωB97M-V/def2-TZVPD) for C4H7NO in the gas phase.

XYZ file:
```
13
Properties=species:S:1:pos:R:3:lowdin_charge:R:1
C 0.4861 0.0199 0.0312 -0.4014
C 1.5167 -1.0698 -0.0856 -0.0355
N 0.9266 1.2824 -0.2538 0.1617
O -3.1190 0.1780 0.4289 -0.0537
C -1.9937 0.4334 -0.2873 -0.1964
C -0.8681 -0.2151 0.0774 -0.1873
H -3.8623 0.6137 -0.0044 0.0760
H -0.5521 -0.7001 1.1314 0.1672
H 0.2120 1.9907 -0.3283 0.1039
H 1.9072 1.4917 -0.3333 0.1061
H 2.4130 -0.8179 0.4839 0.0803
H 1.8148 -1.1903 -1.1289 0.0956
H 1.1188 -2.0166 0.2689 0.0835
```

Output
HOMO-LUMO gap = 7.8 eV
Energy relative to the best compared isomer or geometry (same formula, charge and spin) = 107.13 kcal/mol
Highest occupied orbital energy = -7.27 eV
2S+1 = 1

Density functional theory data (ωB97M-V/def2-TZVPD) for 2 unconnected molecules or ions with the total composition C6H14N4P2.

XYZ file:
```
26
Properties=species:S:1:pos:R:3:lowdin_charge:R:1
C 2.2086 1.4969 -0.3457 -0.3274
C 1.6830 0.2473 -0.2898 -0.7492
C 0.2167 -2.1926 1.0732 -0.1724
C -0.9670 -2.7034 -0.8361 -0.1829
C -1.5352 2.5144 -1.0270 -0.2188
C -2.2262 1.1358 0.8903 -0.2282
N 3.4522 1.6927 0.0991 -0.0467
N 3.9759 0.5116 0.3855 -0.3534
N -0.2884 -1.6154 -0.1703 -0.5181
N -1.1411 1.7529 0.1509 -0.2004
P 2.9634 -0.8261 0.3014 0.9509
P 0.1668 -0.2431 -1.0228 1.0130
H 1.5825 2.4368 -0.6490 0.1305
H 0.8798 -1.5837 1.6644 0.0167
H -0.5915 -2.6533 1.6062 0.0704
H 0.8355 -3.1092 0.5851 0.1080
H -1.8514 -3.0990 -0.3782 0.0678
H -1.2258 -2.2643 -1.8400 0.0724
H -0.2980 -3.5996 -0.8009 0.0807
H -2.2093 3.2260 -0.5945 0.0597
H -0.7828 3.0936 -1.4137 0.0289
H -2.2021 1.9559 -1.6838 0.0689
H -2.7487 2.0288 1.3125 0.0767
H -3.0635 0.5893 0.4736 0.0617
H -1.8277 0.7440 1.8444 0.0698
H 4.9943 0.4636 0.6651 0.1214
```

Output
HOMO-LUMO gap (spin up / spin down) = 6.6 / 7.7 eV
Energy relative to the best compared isomer or geometry (same formula, charge and spin) = 32.62 kcal/mol
Highest occupied orbital energy (spin up / spin down) = -6.49 / -7.76 eV
2S+1 = 1

Density functional theory data (ωB97M-V/def2-TZVPD) for 6 unconnected molecules or ions with the total composition C37H51F6NO20S.

XYZ file:
```
116
Properties=species:S:1:pos:R:3:lowdin_charge:R:1
C -1.4225 -1.3628 -3.1158 -0.0155
C -0.1559 -1.2791 -2.1982 -0.2211
F 0.8408 -0.6650 -3.0072 -0.0216
C 0.4091 -2.7107 -1.6832 -0.1544
C -0.4380 -3.9948 -1.9650 -0.2547
F -1.7654 -3.9213 -1.5776 0.1063
F -0.4973 -4.1587 -3.3557 0.1021
C 0.0953 -5.4004 -1.4815 -0.4270
F 0.4398 -5.5261 -0.1866 0.1696
F 1.0498 -5.8550 -2.3552 0.1422
F -0.9623 -6.2860 -1.6724 0.1151
O 1.5124 -2.8859 -2.6400 -0.1620
S 2.9652 -3.2958 -1.9327 0.7586
O 3.5865 -4.5234 -2.4045 -0.2336
O 4.0182 -2.2912 -2.1343 -0.2773
O 2.3161 -3.3575 -0.4101 -0.1896
C 1.1661 -2.4149 -0.3335 -0.2870
C 1.9760 -1.0449 -0.1752 -0.1899
N 1.2311 0.0696 0.4454 0.0192
C 0.6057 -2.7537 1.0931 -0.0295
C -0.9332 -2.5943 1.3566 -0.3264
C -1.5770 -4.0280 1.6755 -0.0312
O -1.6693 -1.8295 0.3894 -0.1513
C -2.9999 -1.4713 0.8744 -0.1216
C -4.0366 -2.0081 -0.1769 -0.1733
C -4.5205 -3.3755 -0.0082 -0.0313
C -5.4494 -3.8882 -1.0110 -0.0639
C -5.8364 -3.0146 -2.1147 -0.0847
C -5.3745 -1.6347 -2.2560 -0.0636
C -4.4341 -1.1039 -1.2426 -0.0474
H -1.1108 -1.8581 -4.0696 0.0960
H -2.3249 -1.8127 -2.6427 0.0669
H -1.6935 -0.3020 -3.3861 0.0976
H -0.4328 -0.6061 -1.3526 0.1301
H 2.4411 -0.6808 -1.1215 0.1154
H 2.8316 -1.3026 0.5142 0.1405
H 1.2957 0.8790 -0.1761 0.0792
H 0.2437 -0.1268 0.6119 0.0573
H 1.1327 -2.0690 1.8214 0.1374
H 0.9100 -3.7697 1.4699 0.1273
H -1.0468 -2.0397 2.3385 0.1111
H -2.4072 -3.8106 2.4134 0.0769
H -2.0718 -4.4905 0.7886 0.0637
H -0.8714 -4.7045 2.2153 0.0891
H -3.1948 -1.8438 1.9092 0.1076
H -3.0198 -0.3446 0.9325 0.1317
H -4.2047 -4.0175 0.8489 0.1019
H -5.8020 -4.9416 -0.8918 0.1031
H -6.5229 -3.4383 -2.8823 0.0946
H -5.6575 -0.9650 -3.0958 0.0964
H -4.0176 -0.0669 -1.3114 0.1136
C -3.0536 2.5368 5.3645 -0.0089
C -3.1060 1.3433 4.4426 -0.3191
C -4.2667 0.4280 4.6970 -0.0810
O -3.7727 -0.8194 4.1972 0.0538
C -2.4210 -0.7832 4.3326 -0.5472
O -1.7021 -1.7289 4.1907 0.1301
O -1.9918 0.4636 4.6529 0.0991
H -2.1994 3.1691 5.1142 0.0903
H -3.9617 3.1351 5.2850 0.0942
H -2.9212 2.2299 6.4010 0.0491
H -3.0789 1.6735 3.3982 0.1592
H -5.1661 0.7333 4.1638 0.1466
H -4.5021 0.3067 5.7582 0.1423
C 5.1934 -1.3012 -4.6951 -0.0152
C 4.6018 -0.7634 -5.9756 -0.3329
C 3.6907 -1.7273 -6.6784 -0.0950
O 3.7786 -1.2821 -8.0346 0.0685
C 5.0031 -0.7101 -8.1771 -0.5412
O 5.4871 -0.3997 -9.2226 0.1408
O 5.6091 -0.5401 -6.9708 0.0819
H 5.8288 -0.5467 -4.2263 0.0939
H 4.4118 -1.5818 -3.9890 0.0509
H 5.8279 -2.1697 -4.8862 0.1010
H 4.1023 0.1925 -5.7848 0.1614
H 2.6642 -1.6732 -6.3167 0.1413
H 4.0339 -2.7645 -6.6316 0.1449
C 8.0348 1.5061 -8.7618 -0.0191
C 7.5786 2.9369 -8.9130 -0.3380
C 7.2857 3.3372 -10.3302 -0.1020
O 7.4905 4.7508 -10.2878 0.0597
C 8.4021 4.9827 -9.3030 -0.5525
O 8.9451 6.0257 -9.1175 0.1580
O 8.6144 3.8609 -8.5593 0.0834
H 8.2118 1.2745 -7.7094 0.0890
H 7.2835 0.8137 -9.1476 0.0611
H 8.9799 1.3355 -9.2833 0.0928
H 6.7215 3.1278 -8.2582 0.1606
H 6.2651 3.1008 -10.6297 0.1413
H 7.9818 2.9083 -11.0566 0.1418
C -1.5595 7.0376 5.4029 -0.0197
C -2.3655 6.7141 4.1664 -0.3420
C -3.2988 7.8120 3.7414 -0.1027
O -4.3038 7.0876 3.0315 0.0683
C -4.3362 5.8386 3.5701 -0.5461
O -5.1802 5.0286 3.3495 0.1606
O -3.2749 5.6350 4.4011 0.0658
H -0.8911 6.2094 5.6460 0.0865
H -0.9581 7.9361 5.2547 0.0917
H -2.2081 7.1819 6.2696 0.0939
H -1.6973 6.4183 3.3505 0.1615
H -2.8172 8.5445 3.0943 0.1418
H -3.7727 8.3300 4.5801 0.1430
C -0.6441 -0.4732 9.6083 -0.0176
C -1.7983 0.4709 9.8515 -0.3394
C -3.1432 -0.1979 9.8635 -0.1003
O -4.0102 0.8747 9.4902 0.0703
C -3.2714 1.7226 8.7251 -0.5417
O -3.7197 2.6248 8.0873 0.1392
O -1.9489 1.4038 8.7768 0.0901
H 0.3013 0.0720 9.6304 0.0887
H -0.6108 -1.2554 10.3686 0.0927
H -0.7154 -0.9377 8.6223 0.0923
H -1.6280 1.0425 10.7698 0.1617
H -3.4083 -0.5889 10.8453 0.1424
H -3.2398 -0.9954 9.1211 0.1420
```

Output
SMILES = C[C@H](F)[C@@]1(C(F)(F)C(F)(F)F)OS(=O)(=O)O[C@]1(CN)C[C@H](C)OCc1ccccc1.C[C@@H]1COC(=O)O1.C[C@@H]1COC(=O)O1.C[C@@H]1COC(=O)O1.C[C@@H]1COC(=O)O1.C[C@@H]1COC(=O)O1
HOMO-LUMO gap = 9.6 eV
Highest occupied orbital energy = -9.39 eV
2S+1 = 1